{"formula": "C66H58BrN13O2PS2Y", "method": "wB97M-V/def2-TZVPD", "homo_energy_ev": [-1.50, -1.50], "charge": -2, "lumo_energy_ha": [0.1224, 0.1224], "homo_lumo_gap_ev": [4.84, 4.83], "symbols": ["Y", "C", "C", "C", "C", "C", "N", "C", "C", "C", "C", "C", "C", "C", "C", "N", "C", "N", "C", "N", "C", "N", "C", "N", "C", "N", "C", "C", "C", "C", "C", "C", "C", "C", "C", "C", "C", "C", "C", "C", "N", "H", "H", "H", "H", "H", "H", "H", "H", "H", "H", "H", "H", "H", "H", "H", "H", "C", "C", "N", "N", "C", "S", "S", "C", "C", "C", "C", "C", "C", "C", "C", "C", "C", "C", "C", "C", "O", "H", "H", "H", "H", "H", "H", "H", "H", "H", "H", "H", "H", "H", "H", "Br", "C", "C", "C", "C", "C", "C", "H", "H", "H", "H", "O", "P", "N", "C", "C", "C", "C", "N", "C", "C", "C", "C", "N", "C", "C", "C", "C", "H", "H", "H", "H", "H", "H", "H", "H", "H", "H", "H", "H", "H", "H", "H", "H", "H", "H", "H", "H", "H", "H", "H", "H"], "positions_angstrom": [[0.04181, 0.09598, 0.02583], [4.22083, 4.47842, -3.62128], [4.70326, 3.33325, -4.25369], [4.18034, 2.08276, -3.97285], [3.13832, 2.00449, -3.06301], [2.29532, 0.91195, -2.59526], [2.45235, -0.30503, -3.07677], [1.55059, -1.25618, -2.93185], [1.60845, -2.47359, -3.73413], [2.54480, -3.00037, -4.60712], [2.23025, -4.17593, -5.26894], [1.00700, -4.81418, -5.06633], [0.05927, -4.28841, -4.20660], [0.36534, -3.11141, -3.54446], [-0.39152, -2.23327, -2.65976], [-1.69081, -2.40020, -2.50263], [-2.48128, -1.49565, -1.96140], [-2.15551, -0.30283, -1.41011], [-3.29807, 0.35160, -1.11302], [-3.45205, 1.57921, -0.65165], [-2.43426, 2.38155, -0.41930], [-1.13356, 2.16777, -0.71706], [-0.46353, 3.33199, -0.57595], [0.73348, 3.61437, -1.04531], [1.49736, 2.72408, -1.65069], [1.34070, 1.38584, -1.76376], [2.64083, 3.16356, -2.43935], [3.18700, 4.40656, -2.70303], [-1.35182, 4.35263, -0.02617], [-1.17060, 5.66763, 0.36156], [-2.26442, 6.35261, 0.86694], [-3.51080, 5.74141, 0.97599], [-3.70460, 4.43102, 0.57114], [-2.61422, 3.74264, 0.07094], [-4.45447, -0.47365, -1.44044], [-5.81806, -0.29320, -1.29512], [-6.65139, -1.31002, -1.73113], [-6.13501, -2.46914, -2.30491], [-4.76971, -2.65991, -2.44048], [-3.93137, -1.65294, -1.99748], [0.37705, -1.19379, -2.26299], [4.66229, 5.43772, -3.86143], [5.50962, 3.43047, -4.97095], [4.56181, 1.19018, -4.44778], [3.49155, -2.50091, -4.75976], [2.94632, -4.62003, -5.95140], [0.80512, -5.73766, -5.59673], [-0.89355, -4.77159, -4.04879], [2.80539, 5.28615, -2.20593], [-0.20027, 6.13270, 0.28159], [-2.15074, 7.37666, 1.20139], [-4.33581, 6.30405, 1.39459], [-4.66088, 3.94111, 0.65792], [-6.20105, 0.60782, -0.84097], [-7.72423, -1.21396, -1.61733], [-6.82073, -3.23996, -2.63430], [-4.36451, -3.56434, -2.86896], [1.92448, -0.96697, 4.41226], [1.61691, 0.03346, 3.32323], [0.44771, 0.06039, 2.76448], [-0.52606, -0.62040, 3.46770], [-1.73279, -0.26462, 3.22080], [-2.36505, 0.74748, 2.03288], [-2.85025, -0.79462, 4.54180], [-2.66113, 0.76833, 5.49100], [-1.30008, 0.88866, 6.09157], [-0.85926, -0.05589, 7.01072], [0.40170, 0.03639, 7.56361], [1.24527, 1.07525, 7.20313], [0.82164, 2.01285, 6.27691], [-0.44325, 1.91910, 5.72553], [2.58086, 1.06101, 3.00188], [3.63341, 1.34066, 3.88059], [4.46316, 2.43030, 3.71484], [4.24176, 3.29849, 2.64562], [3.23303, 3.04908, 1.74974], [2.37516, 1.91488, 1.86123], [1.48328, 1.70465, 0.98014], [1.18243, -1.76057, 4.35999], [2.92373, -1.38208, 4.28051], [1.85674, -0.51216, 5.39879], [-2.85786, 1.57766, 4.78570], [-3.43763, 0.73748, 6.25609], [-1.50821, -0.87759, 7.26916], [0.73857, -0.71886, 8.26341], [2.24048, 1.13283, 7.63119], [1.48432, 2.80508, 5.96255], [-0.76680, 2.64158, 4.99305], [3.77380, 0.71587, 4.75483], [5.25418, 2.62810, 4.43125], [4.86024, 4.18360, 2.53855], [3.04912, 3.71344, 0.91621], [-1.67613, -6.63880, 1.54542], [-1.26461, -4.76837, 1.31953], [0.04076, -4.35369, 1.44423], [0.33584, -3.02250, 1.18418], [-0.61095, -2.06376, 0.78752], [-1.93115, -2.55383, 0.78805], [-2.27159, -3.87907, 1.02302], [0.82404, -5.05014, 1.72208], [1.36952, -2.72413, 1.30660], [-2.76117, -1.87909, 0.60828], [-3.30316, -4.20239, 0.95903], [2.68082, -1.05284, 0.34734], [4.04216, -1.48223, -0.00092], [4.05887, -2.79680, -1.02741], [5.27981, -3.48250, -1.41544], [4.90947, -4.96285, -1.51620], [3.42282, -4.89723, -1.85474], [2.94400, -3.74254, -0.98742], [4.93327, -0.27999, -0.71738], [4.68112, 1.09878, -0.29464], [5.81094, 1.89182, -0.93183], [6.97963, 0.91415, -0.85089], [6.30425, -0.41808, -1.17620], [5.04666, -2.02556, 1.28955], [4.55887, -3.13662, 2.08896], [5.63893, -3.26860, 3.15776], [5.96967, -1.80807, 3.48321], [5.52369, -1.02220, 2.23676], [6.07747, -3.30632, -0.69038], [5.60253, -3.11002, -2.39490], [5.06400, -5.46818, -0.55926], [5.49807, -5.47351, -2.27753], [2.88952, -5.81977, -1.63457], [3.29122, -4.65197, -2.90770], [2.74734, -4.10128, 0.02873], [2.03593, -3.26956, -1.35399], [4.72608, 1.20357, 0.79340], [3.69383, 1.41803, -0.61574], [5.99113, 2.82426, -0.40185], [5.58613, 2.10880, -1.97484], [7.39452, 0.90235, 0.15987], [7.77970, 1.14662, -1.55426], [6.80121, -1.26236, -0.69471], [6.30159, -0.58148, -2.26171], [4.47188, -4.03541, 1.47764], [3.58439, -2.91591, 2.54562], [6.51820, -3.76118, 2.73465], [5.29670, -3.83742, 4.02259], [7.03378, -1.68152, 3.68714], [5.41139, -1.46377, 4.35350], [6.35646, -0.47486, 1.78930], [4.73602, -0.30747, 2.49797]], "forces_ev_per_angstrom": [[0.3188, 1.4172, -0.0067], [0.0029, 0.2077, 0.0881], [0.1944, -0.1073, -0.1490], [-0.0813, -0.0772, -0.0998], [-0.1301, 0.5302, 0.1989], [0.1119, 0.0697, -0.2901], [0.1983, -0.0232, -0.0134], [-0.0057, -0.1076, -0.2233], [-0.6231, -0.2611, 0.0821], [0.0941, 0.0792, -0.1144], [0.2202, 0.0580, -0.1144], [-0.0889, -0.2097, -0.0345], [-0.0973, -0.0318, 0.0267], [0.6114, 0.3743, -0.0679], [0.1928, 0.0381, -0.0477], [-0.3721, -0.0954, 0.1856], [0.1273, -0.1410, -0.2766], [0.3793, 0.1744, 0.4914], [0.1398, -0.0191, -0.2004], [-0.1634, 0.1682, 0.3108], [0.0011, -0.0396, -0.4330], [0.1140, -0.2868, 0.1584], [0.1878, 0.0892, -0.3746], [-0.1692, 0.3279, 0.3947], [0.0685, -0.1065, -0.2851], [-0.1640, -0.0471, 0.2966], [0.1904, -0.6135, -0.3111], [0.0325, 0.1007, 0.0152], [-0.6208, -0.1025, 0.1252], [0.0689, 0.0047, -0.0454], [0.1329, 0.1201, 0.0483], [-0.1826, 0.0067, 0.0334], [0.0256, -0.0846, -0.0439], [0.4853, 0.4635, 0.0576], [0.1114, -0.6105, -0.2908], [0.0532, 0.0510, 0.0130], [-0.1672, 0.1404, 0.0632], [-0.0311, -0.2167, -0.0462], [0.0525, -0.0275, -0.0526], [-0.3807, 0.4555, 0.3022], [-0.1192, 0.1695, 0.5298], [0.0149, 0.0388, 0.0150], [0.0279, -0.0216, -0.0111], [-0.0033, -0.0886, -0.0684], [0.0686, 0.0518, -0.0156], [0.0204, 0.0298, -0.0002], [-0.0367, -0.0044, 0.0187], [-0.1013, -0.0243, 0.0012], [-0.0715, 0.0920, 0.0101], [0.1249, 0.0542, -0.0042], [0.0254, 0.0253, -0.0086], [-0.0489, 0.0016, 0.0028], [-0.1494, -0.0586, 0.0134], [-0.0579, 0.0977, 0.0341], [-0.0272, 0.0333, -0.0059], [-0.0024, -0.0466, -0.0108], [0.0564, -0.0838, -0.0382], [-0.1973, 0.0168, -0.0726], [-0.7387, -0.6465, 0.3790], [-0.1684, 0.0055, -0.6857], [0.6185, -0.4637, 0.7636], [0.1437, -0.0026, 0.3699], [0.0848, 0.2004, -0.6259], [-0.2964, 0.0151, 0.0913], [-0.1719, -0.4431, -0.4241], [0.1050, 0.1130, 0.0888], [0.0352, 0.1071, 0.0561], [-0.0121, -0.1018, 0.1880], [0.2168, 0.1068, 0.1432], [0.1907, 0.0363, 0.0836], [-0.2036, -0.1037, 0.0461], [0.2929, 0.4295, -0.6229], [-0.2156, -0.0046, 0.0425], [0.3257, 0.0497, 0.2718], [-0.0525, 0.0263, -0.0139], [-0.1542, 0.0986, -0.0017], [0.0931, -0.0049, 0.3852], [-0.2090, -0.2954, -0.4114], [0.0692, -0.0128, 0.0575], [0.1483, 0.0777, -0.0248], [0.0520, -0.0444, 0.0275], [-0.0837, 0.0364, 0.1327], [-0.0230, 0.0687, 0.0167], [-0.0948, -0.1606, 0.0041], [0.0118, -0.0028, 0.0391], [-0.0114, 0.0413, -0.0507], [0.1004, 0.0813, -0.0477], [-0.0527, 0.0814, -0.1897], [-0.0097, -0.0892, -0.0148], [-0.0386, -0.0184, -0.0301], [0.0257, -0.0017, -0.0782], [-0.0410, 0.0600, -0.1100], [-0.0062, 0.1142, 0.0336], [-0.0291, -0.4189, 0.0588], [0.1894, -0.1268, 0.0462], [-0.0154, 0.2055, -0.0634], [-0.2850, -0.9750, 0.2304], [0.1084, 0.0791, -0.0358], [-0.1958, 0.0105, 0.0075], [-0.0362, -0.0449, 0.0098], [0.1090, 0.0631, -0.0747], [0.0146, 0.0718, -0.0590], [-0.0013, -0.0322, 0.0306], [-0.7180, 0.2466, 0.1105], [1.5914, -0.6423, -0.4269], [-0.1892, 0.3709, 0.5588], [0.5151, 0.0077, -0.2140], [-0.1062, 0.1139, -0.0597], [0.0018, -0.0215, 0.0941], [-0.4926, -0.1592, -0.0139], [-0.3974, -0.3109, 0.5218], [-0.2195, 0.4392, 0.1987], [0.0563, -0.0845, 0.1057], [-0.0969, 0.0251, -0.0460], [0.3300, -0.3127, -0.2938], [-0.8028, 0.3687, -0.8835], [0.0581, -0.4610, 0.0168], [-0.1325, 0.0087, 0.0078], [0.0379, -0.0261, 0.0044], [0.2587, 0.5093, 0.0609], [0.0478, -0.0295, -0.0562], [0.1499, -0.0296, 0.0387], [0.0078, 0.0144, 0.0114], [0.0634, -0.0622, 0.0177], [-0.0691, -0.0368, -0.0177], [-0.0368, -0.0530, 0.0402], [-0.0677, 0.0170, -0.0011], [-0.0579, -0.1048, 0.1091], [-0.0149, -0.0008, -0.0460], [-0.0142, 0.0627, 0.1280], [-0.0166, 0.0936, 0.0096], [-0.0170, 0.0701, 0.0572], [0.0096, -0.0273, 0.0061], [0.0660, -0.0237, 0.0217], [0.0788, -0.0071, -0.0417], [0.1293, -0.0868, 0.0402], [-0.1097, -0.0245, 0.0051], [-0.0282, -0.0651, 0.0056], [-0.0839, -0.0660, -0.0131], [0.0427, -0.0109, 0.0150], [-0.0438, 0.0777, 0.0572], [0.0286, 0.0084, 0.0538], [-0.0682, 0.1109, 0.0271], [0.1590, -0.0356, -0.0086]]}